Here is a cluster of 9 separate species, C64H66F8O3P2 in total from the OMol25 dataset. Energies are from ωB97M-V with the def2-TZVPD basis set.

Last column: Mulliken charge in e.
Element x y z (Å)
C  4.89  -0.22  3.08  -1.40
C  3.47  0.12  3.58  0.33
P  2.19  -1.06  2.92  -0.04
C  1.50  -1.80  4.45  -1.22
C  0.82  -0.05  2.27  1.11
C  0.86  0.57  1.07  0.43
C  2.02  0.57  0.12  -1.90
C  3.09  1.66  0.39  2.12
C  2.97  2.84  -0.58  -1.78
O  4.39  1.09  0.24  -0.53
C  -0.37  1.31  0.64  -0.66
O  -0.30  2.35  0.01  -0.62
C  -1.66  0.68  1.03  0.34
C  -1.72  0.07  2.21  0.44
P  -3.16  -0.84  2.90  -0.21
C  -3.54  -1.98  1.49  0.50
C  -3.05  -3.40  1.77  -1.43
C  -4.60  0.31  2.94  -0.54
C  -4.71  1.41  1.88  -0.94
C  -0.47  0.10  3.03  -0.61
O  -0.49  0.30  4.22  -0.55
H  5.48  -0.61  3.91  0.40
H  4.87  -0.93  2.26  0.42
H  5.39  0.69  2.75  0.19
H  3.43  0.07  4.67  0.66
H  3.16  1.12  3.28  -0.53
H  2.10  -2.67  4.73  0.42
H  1.51  -1.07  5.26  0.33
H  0.47  -2.13  4.31  0.37
H  1.61  0.70  -0.89  0.49
H  2.47  -0.43  0.16  0.69
H  2.96  2.01  1.41  -0.88
H  2.81  2.46  -1.60  0.47
H  2.17  3.52  -0.30  0.28
H  3.94  3.33  -0.56  0.41
H  4.37  0.54  -0.55  0.37
H  -2.50  0.74  0.35  0.54
H  -4.60  -1.94  1.24  -0.23
H  -3.01  -1.60  0.62  0.22
H  -3.25  -4.02  0.88  0.36
H  -3.56  -3.83  2.63  0.36
H  -1.97  -3.42  1.91  0.28
H  -5.47  -0.36  2.82  0.34
H  -4.67  0.72  3.95  0.44
H  -5.72  1.83  1.90  0.40
H  -4.01  2.22  2.07  0.32
H  -4.57  1.00  0.88  0.05
F  -4.72  -0.70  -1.01  -0.13
C  -5.85  -1.01  -1.67  0.59
C  -6.65  -2.01  -1.15  -0.34
C  -7.81  -2.36  -1.82  -0.36
C  -8.15  -1.71  -3.00  -0.76
C  -7.33  -0.70  -3.50  -0.38
C  -6.17  -0.35  -2.83  -1.07
H  -6.36  -2.51  -0.23  0.47
H  -8.45  -3.14  -1.42  0.42
H  -9.05  -1.98  -3.53  0.43
H  -7.59  -0.20  -4.42  0.60
H  -5.52  0.43  -3.20  0.48
F  5.38  3.05  5.88  -0.37
C  5.18  3.62  4.68  0.51
C  3.88  3.84  4.26  -0.52
C  3.68  4.43  3.02  -0.30
C  4.76  4.79  2.23  -0.78
C  6.05  4.55  2.67  -0.44
C  6.27  3.97  3.91  -0.78
H  3.05  3.55  4.89  0.46
H  2.67  4.62  2.67  0.39
H  4.60  5.24  1.26  0.59
H  6.90  4.82  2.05  0.75
H  7.27  3.79  4.28  0.54
F  -7.10  -4.68  0.84  -0.33
C  -6.36  -5.75  0.47  0.46
C  -6.23  -6.82  1.33  -0.75
C  -5.45  -7.90  0.93  -0.37
C  -4.82  -7.89  -0.30  -0.74
C  -4.97  -6.80  -1.15  0.10
C  -5.75  -5.72  -0.77  -0.16
H  -6.72  -6.80  2.30  0.44
H  -5.34  -8.75  1.60  0.38
H  -4.21  -8.73  -0.61  0.45
H  -4.48  -6.79  -2.11  0.20
H  -5.89  -4.87  -1.42  0.29
F  6.90  7.24  0.57  -0.28
C  7.83  7.97  1.24  0.59
C  8.28  9.14  0.68  -0.58
C  9.23  9.88  1.37  -0.36
C  9.71  9.43  2.60  -0.67
C  9.24  8.24  3.13  -0.38
C  8.28  7.50  2.45  -0.34
H  7.90  9.47  -0.28  0.43
H  9.59  10.81  0.95  0.37
H  10.45  10.01  3.13  0.39
H  9.61  7.90  4.09  0.40
H  7.90  6.58  2.86  0.38
F  -9.38  0.76  -5.35  -0.26
C  -9.68  2.07  -5.48  0.52
C  -8.88  3.00  -4.86  -0.28
C  -9.19  4.35  -5.01  -0.39
C  -10.29  4.73  -5.76  -0.58
C  -11.08  3.77  -6.38  -0.33
C  -10.78  2.42  -6.24  -0.59
H  -8.04  2.68  -4.27  0.43
H  -8.58  5.10  -4.53  0.35
H  -10.53  5.78  -5.87  0.37
H  -11.94  4.07  -6.96  0.35
H  -11.38  1.66  -6.72  0.41
F  -4.89  -4.88  -3.64  -0.17
C  -4.11  -5.11  -4.71  0.45
C  -3.47  -4.04  -5.31  -0.60
C  -2.66  -4.28  -6.41  -0.37
C  -2.50  -5.57  -6.89  -0.61
C  -3.15  -6.63  -6.27  -0.42
C  -3.96  -6.40  -5.17  -0.41
H  -3.62  -3.04  -4.92  0.50
H  -2.15  -3.46  -6.89  0.39
H  -1.87  -5.76  -7.75  0.38
H  -3.03  -7.64  -6.65  0.38
H  -4.47  -7.22  -4.66  0.47
F  10.57  5.79  3.82  -0.25
C  11.14  4.86  3.03  0.38
C  10.83  4.85  1.68  -0.12
C  11.43  3.90  0.87  -0.49
C  12.32  2.97  1.41  -0.56
C  12.61  3.00  2.76  -0.34
C  12.02  3.96  3.59  -0.57
H  10.14  5.58  1.29  0.45
H  11.20  3.88  -0.19  0.36
H  12.78  2.23  0.77  0.37
H  13.30  2.28  3.19  0.36
H  12.24  4.00  4.65  0.42
F  -1.85  -8.48  -2.42  -0.35
C  -0.92  -7.67  -1.87  0.39
C  -0.56  -6.51  -2.53  -0.31
C  0.39  -5.69  -1.96  -0.45
C  0.96  -6.02  -0.74  -0.58
C  0.58  -7.19  -0.09  -0.40
C  -0.37  -8.02  -0.66  -0.41
H  -1.02  -6.27  -3.49  0.44
H  0.68  -4.77  -2.46  0.39
H  1.71  -5.37  -0.29  0.46
H  1.03  -7.45  0.86  0.38
H  -0.68  -8.93  -0.16  0.44

Computed properties:
2S+1	1
SMILES string	CCP(C)C1=C(C[C@H](C)O)C(=O)C=C(P(CC)CC)C1=O.Fc1ccccc1.Fc1ccccc1.Fc1ccccc1.Fc1ccccc1.Fc1ccccc1.Fc1ccccc1.Fc1ccccc1.Fc1ccccc1
frontier orbital gap	7.33	eV
highest occupied orbital energy	-0.2986	Eh